Molecular formula: C17H27NO2
Method: DFT, ωB97M-V/def2-TZVPD

```
47
Properties=species:S:1:pos:R:3:forces:R:3:lowdin_charge:R:1
C 3.517 -0.669 5.115 -0.42 0.05 0.00 -0.06
C 2.163 0.017 5.277 0.43 0.18 0.02 -0.25
O 1.079 -0.883 5.187 -0.20 -0.19 -0.10 -0.05
C 0.689 -1.372 3.976 -0.30 -0.28 -0.01 -0.26
C -0.309 -2.343 4.020 0.15 0.14 0.21 -0.02
C -0.789 -2.892 2.847 0.10 0.10 -0.01 -0.08
C -0.292 -2.488 1.625 0.13 0.12 -0.24 -0.02
C 0.703 -1.514 1.571 -0.28 -0.26 0.11 -0.26
O 1.133 -1.178 0.325 -0.16 -0.16 0.04 -0.06
C 2.077 -0.141 0.170 0.49 0.18 -0.14 -0.21
C 2.279 0.111 -1.323 -0.29 0.14 0.36 -0.17
C 1.155 0.927 -1.960 -0.02 -0.27 0.09 -0.18
C -0.196 0.211 -1.920 0.13 0.17 -0.12 -0.21
N -1.124 0.765 -2.892 -0.07 -0.09 0.07 -0.18
C -1.637 2.063 -2.490 0.11 0.25 -0.22 -0.21
C -2.462 2.680 -3.615 -0.15 -0.03 0.26 -0.19
C -3.624 1.763 -3.977 0.19 0.02 -0.21 -0.21
C -3.070 0.385 -4.321 -0.16 -0.05 0.27 -0.19
C -2.225 -0.141 -3.165 -0.03 -0.10 -0.29 -0.21
C 1.196 -0.957 2.747 0.30 0.32 -0.04 0.04
H 3.625 -1.447 5.867 0.05 -0.06 0.07 0.08
H 3.604 -1.130 4.134 0.07 -0.03 -0.07 0.07
H 4.315 0.058 5.239 0.11 0.06 0.00 0.08
H 2.080 0.438 6.283 0.00 0.02 -0.18 0.12
H 2.051 0.837 4.555 -0.05 -0.06 0.09 0.12
H -0.689 -2.646 4.982 -0.04 -0.04 0.12 0.11
H -1.561 -3.645 2.888 -0.07 -0.06 0.00 0.11
H -0.654 -2.906 0.700 -0.05 -0.05 -0.12 0.11
H 1.723 0.777 0.660 0.03 -0.07 0.02 0.13
H 3.032 -0.438 0.628 -0.15 0.05 0.03 0.13
H 3.223 0.645 -1.453 0.04 -0.06 0.01 0.11
H 2.361 -0.856 -1.821 0.12 -0.05 -0.04 0.12
H 1.403 1.113 -3.006 -0.03 0.07 -0.02 0.12
H 1.091 1.892 -1.453 0.03 0.08 -0.04 0.10
H -0.614 0.237 -0.899 -0.02 -0.09 -0.04 0.13
H -0.032 -0.837 -2.180 -0.05 -0.02 0.06 0.12
H -0.793 2.716 -2.264 -0.04 0.00 0.08 0.11
H -2.261 1.980 -1.579 0.06 -0.01 0.01 0.13
H -1.821 2.812 -4.488 0.05 0.07 -0.03 0.11
H -2.828 3.660 -3.304 0.03 0.04 -0.02 0.11
H -4.185 2.170 -4.820 -0.07 0.01 0.04 0.11
H -4.305 1.681 -3.125 -0.07 0.01 0.02 0.11
H -2.441 0.460 -5.209 0.02 -0.06 -0.06 0.11
H -3.880 -0.316 -4.529 0.01 -0.03 -0.05 0.11
H -1.808 -1.116 -3.432 -0.03 0.01 0.08 0.12
H -2.866 -0.278 -2.273 0.03 -0.03 -0.01 0.13
H 1.967 -0.206 2.701 0.07 0.06 0.01 0.09
```
Positions in Å, forces in eV/Å.

- SMILES = CCOc1cccc(OCCCCN2CCCCC2)c1
- relative energy (zero: lowest compared OMol25 entry of this formula, charge and spin) (kcal per mole) = 30.4
- gap between HOMO and LUMO (eV) = 8.88
- total energy (eV) = -23651.894

Molecular formula: C17H27NO8P
Method: DFT, ωB97M-V/def2-TZVPD

```
54
Properties=species:S:1:pos:R:3:forces:R:3:lowdin_charge:R:1
C -0.906 2.021 1.619 0.32 -0.03 0.23 -0.09
C -1.482 1.090 2.661 -0.01 0.28 0.29 -0.29
O -2.543 0.292 2.187 0.29 0.17 -0.29 -0.13
C -2.170 -0.611 1.154 -0.49 -0.58 -0.08 -0.19
C -3.002 -0.468 -0.112 0.24 0.52 1.04 -0.16
O -2.680 0.693 -0.867 0.49 -0.24 -0.16 -0.12
C -2.216 0.393 -2.176 -0.50 -0.19 -1.34 -0.45
C -0.907 -0.419 -2.233 0.72 0.78 0.47 -0.09
C 0.396 0.402 -2.070 0.10 -0.01 -0.80 -0.17
C 1.209 0.417 -3.389 0.38 0.11 0.68 -0.16
C 2.379 -0.566 -3.426 -0.39 0.08 -0.94 -0.18
O 2.104 -1.798 -2.745 0.59 0.52 0.25 -0.01
C 2.811 -2.004 -1.632 -0.78 -1.13 0.89 -0.37
O 2.560 -2.919 -0.889 0.34 0.44 -0.39 0.07
N -2.076 1.686 -2.884 0.49 0.60 0.61 -0.08
P -1.947 3.072 -1.915 0.66 -0.46 1.85 0.77
O -3.472 3.683 -1.845 0.39 0.19 -0.93 -0.25
O -1.103 4.147 -2.869 -0.98 -0.50 -0.80 -0.28
C -3.292 -0.445 -2.990 -0.34 -1.19 -0.06 -0.68
O -3.210 -1.701 -2.865 0.40 0.33 0.44 -0.08
O -4.093 0.171 -3.686 -0.36 0.65 -0.17 -0.02
H -1.648 2.750 1.326 -0.13 0.15 -0.28 0.06
H -0.559 1.497 0.738 -0.12 -0.10 -0.29 0.04
H -0.037 2.546 2.016 0.02 0.13 0.19 0.07
H -0.703 0.485 3.139 0.09 -0.28 -0.16 0.10
H -1.905 1.694 3.462 -0.15 0.03 0.15 0.11
H -1.103 -0.606 0.934 0.18 0.26 0.04 0.12
H -2.403 -1.615 1.523 0.07 -0.13 0.08 0.12
H -2.875 -1.388 -0.674 -0.31 0.03 -0.39 0.11
H -4.024 -0.338 0.234 -0.32 -0.27 -0.22 0.14
H -0.878 -1.238 -1.524 -0.42 -0.14 0.08 0.11
H -0.900 -0.886 -3.209 -0.02 -0.23 -0.15 0.12
H 0.222 1.446 -1.826 -0.34 -0.01 0.30 0.07
H 1.017 0.003 -1.271 0.06 -0.07 0.18 0.10
H 1.650 1.404 -3.524 0.08 0.13 -0.12 0.11
H 0.567 0.256 -4.249 -0.22 -0.13 -0.04 0.11
H 2.560 -0.835 -4.463 0.15 -0.12 -0.11 0.12
H 3.295 -0.102 -3.068 0.08 -0.08 0.41 0.11
H 3.619 -1.297 -1.395 -0.04 0.24 -0.40 0.14
H -1.337 1.638 -3.571 -0.20 0.08 -0.30 0.08
H -3.780 3.423 -0.974 -0.21 -0.04 0.17 0.03
H -0.280 4.237 -2.391 0.22 0.22 0.12 0.01
C 2.137 -0.731 4.939 0.02 0.00 0.02 -0.10
C 2.656 -1.882 5.515 0.00 -0.02 -0.01 -0.10
C 3.278 -2.837 4.721 0.00 0.03 0.00 -0.10
C 3.388 -2.638 3.352 0.03 -0.03 0.05 -0.09
C 2.873 -1.484 2.781 0.04 0.01 -0.16 -0.09
C 2.248 -0.533 3.570 -0.05 0.09 0.04 -0.10
H 1.646 0.011 5.556 -0.01 0.00 0.00 0.10
H 2.573 -2.037 6.583 -0.01 -0.01 0.00 0.10
H 3.676 -3.739 5.170 0.00 0.00 0.01 0.10
H 3.871 -3.381 2.731 -0.03 0.00 -0.02 0.10
H 2.953 -1.322 1.713 -0.01 -0.09 -0.02 0.09
H 1.844 0.360 3.110 -0.02 0.01 0.04 0.09
```
Positions in Å, forces in eV/Å.

- net charge = -1
- relative energy (zero: lowest compared OMol25 entry of this formula, charge and spin) (kcal per mole) = 10.3
- gap between HOMO and LUMO (eV) = 6.72
- total energy (eV) = -45227.314

Molecular formula: C17H28BeBrCaClF10KNO7
Method: DFT, ωB97M-V/def2-TZVPD

```
68
Properties=species:S:1:pos:R:3:forces:R:3:lowdin_charge:R:1
C 3.475 -1.697 0.690 -0.64 0.61 0.63 0.12
C 2.666 -0.821 0.410 -1.10 -1.08 0.39 -0.04
C 1.467 0.100 0.059 2.49 2.11 -1.72 -0.21
O 0.347 -0.462 -0.665 -0.61 -0.60 3.07 0.04
C -0.740 -0.527 0.258 -0.33 0.47 -0.76 -0.35
O -1.808 -0.948 -0.103 1.38 0.43 0.79 0.14
C -0.293 0.068 1.693 -0.33 -1.46 -1.04 -0.09
C 0.109 -1.253 2.486 -0.06 -1.06 0.71 -0.10
C -1.206 -2.103 2.897 0.37 1.17 0.14 -0.21
O -1.644 -1.648 4.207 -0.15 -0.08 -0.80 -0.11
C 0.818 1.054 1.142 0.05 0.16 0.48 -0.33
C 1.721 1.922 2.114 0.59 -1.01 0.31 -0.11
C 2.740 1.106 3.019 1.07 1.16 -0.02 -0.19
O 3.204 1.947 4.134 -0.39 -1.46 -2.16 -0.16
O 0.248 2.085 0.272 -1.20 -1.09 1.52 -0.12
C -0.867 2.749 0.882 -0.64 2.66 -0.58 -0.24
C -0.698 4.315 0.534 0.19 -0.96 1.32 -0.08
H 4.145 -2.474 1.154 -0.95 1.40 -1.14 0.07
H 1.869 0.851 -0.704 -0.19 -1.01 1.01 0.18
H -1.159 0.464 2.301 0.91 0.11 -1.22 0.15
H 0.618 -1.034 3.485 -0.66 -0.19 -1.38 0.12
H 0.768 -1.975 1.919 -0.47 1.17 0.31 0.12
H -0.933 -3.206 2.990 -0.32 1.41 -0.15 0.10
H -2.062 -1.963 2.176 1.11 -0.41 0.45 0.13
H -2.143 -0.816 4.080 0.30 -0.75 0.17 0.10
H 2.309 2.640 1.470 -0.91 -1.14 0.54 0.06
H 1.105 2.579 2.819 0.46 -1.11 -0.96 0.13
H 2.331 0.143 3.435 0.44 1.13 -0.18 0.12
H 3.694 0.844 2.444 -1.34 0.09 0.47 0.13
H 3.471 2.933 3.806 -1.44 -3.08 2.09 -0.22
H -1.876 2.456 0.460 1.22 -0.24 0.43 0.14
H -0.911 2.694 2.009 0.26 -0.36 -1.14 0.11
H -1.425 4.872 1.212 0.56 -0.48 -1.19 0.07
H -0.856 4.507 -0.563 0.27 0.02 1.29 0.10
H 0.347 4.617 0.890 -1.18 -0.29 -0.88 0.04
Be 0.325 7.790 1.465 -0.15 -1.16 -2.00 0.49
Br 4.003 4.032 2.722 0.74 2.35 -0.38 0.72
F 0.370 8.112 3.862 -0.08 2.18 0.28 -0.79
N -1.094 -5.769 4.393 -0.04 0.00 0.02 0.33
H -1.525 -4.838 4.410 0.01 -0.01 0.03 0.14
H -1.422 -6.282 3.569 0.00 0.01 0.05 0.17
H -0.075 -5.673 4.352 -0.06 -0.02 0.02 0.16
H -1.355 -6.282 5.241 0.01 0.02 -0.04 0.17
F 2.999 4.014 5.028 -0.23 2.11 -0.89 -0.49
Cl 1.996 7.233 -0.644 -0.87 0.58 1.91 -0.38
C -1.657 -1.534 -3.528 -0.43 0.05 0.66 -0.05
C -0.946 -2.649 -4.325 -1.02 0.27 -0.35 -0.42
C 0.380 -2.258 -4.979 0.75 -0.33 -0.36 -0.30
F 0.231 -1.286 -5.895 -0.12 -0.07 0.11 0.10
F 0.910 -3.322 -5.632 -0.20 -0.14 0.27 0.10
F -1.805 -3.160 -5.232 0.31 0.10 -0.01 0.14
F -0.687 -3.664 -3.439 0.40 0.14 0.17 0.09
O -2.713 -0.841 -4.200 0.87 0.21 -0.96 0.04
C -2.362 0.252 -5.011 0.05 -0.44 1.55 -0.51
C -2.735 0.033 -6.480 -0.28 -0.18 -0.77 -0.28
F -2.108 -1.048 -6.990 -0.03 0.03 0.31 0.10
F -2.363 1.094 -7.230 0.03 0.16 0.38 0.10
F -1.060 0.548 -4.840 -0.11 0.28 -0.36 0.14
F -3.051 1.310 -4.528 -0.14 -0.02 -0.40 0.14
H -2.156 -2.031 -2.694 -0.03 -0.07 -0.21 0.14
H -0.952 -0.845 -3.057 0.09 -0.07 -0.29 0.13
H 1.109 -1.928 -4.233 -0.11 0.01 0.14 0.17
H -3.811 -0.116 -6.591 -0.02 0.07 0.22 0.18
K 2.777 8.530 2.283 1.44 0.89 -0.42 0.59
Ca 0.942 6.320 3.890 0.46 -3.24 0.59 1.30
O -0.192 -6.812 -4.036 0.02 0.13 0.32 -0.05
H -0.202 -5.894 -3.737 -0.03 -0.06 -0.20 0.00
H -0.146 -7.324 -3.221 0.00 -0.05 -0.15 0.03
```
Positions in Å, forces in eV/Å.

- net charge = +2
- gap between HOMO and LUMO (eV) = 2.62
- total energy (eV) = -178785.427

Molecular formula: C17H28F3NO6PS
Method: DFT, ωB97M-V/def2-TZVPD

```
57
Properties=species:S:1:pos:R:3:forces:R:3:lowdin_charge:R:1
C 3.841 1.049 0.255 -0.09 0.37 -1.64 -0.06
C 3.100 1.759 -0.959 -0.34 0.98 -0.20 -0.21
C 2.892 3.220 -0.801 -0.91 -1.46 -2.17 -0.04
C 2.246 3.977 -1.869 0.57 -2.15 0.31 -0.06
C 1.830 3.281 -3.095 0.83 -1.00 1.93 -0.05
C 2.021 1.828 -3.228 0.47 1.10 1.45 -0.02
C 2.653 1.024 -2.158 -0.02 2.38 0.45 -0.15
C 2.834 -0.532 -2.295 -1.47 1.21 -0.78 -0.11
C 1.592 -1.313 -1.674 2.00 -0.11 0.01 -0.51
P 1.916 -3.155 -2.043 -2.91 -1.42 1.16 0.81
O 0.754 -3.979 -1.517 1.30 1.10 -0.38 -0.45
C 1.526 -1.217 -0.095 0.04 -1.93 -0.80 -0.09
N 0.679 -0.097 0.410 -0.56 -0.30 0.75 0.10
C -0.571 0.124 -0.422 -0.90 0.64 -0.84 -0.02
C -0.762 -1.019 -1.491 -1.06 0.49 1.01 -0.24
C -2.062 -0.752 -2.330 1.17 -1.21 -1.01 -0.06
O -2.010 0.606 -2.846 -1.77 -0.15 1.16 0.04
C -3.036 1.380 -2.379 0.36 2.31 -0.77 -0.61
F -3.251 1.252 -1.029 -0.05 -0.22 -1.26 0.12
F -2.656 2.695 -2.580 -0.47 -1.80 0.29 0.13
F -4.220 1.228 -3.038 1.43 -0.37 1.06 0.16
O 0.381 -0.972 -2.353 0.17 -0.25 0.83 -0.07
H 4.135 0.031 -0.106 -0.27 0.79 0.84 0.06
H 3.150 1.035 1.137 0.94 -0.20 -0.47 0.08
H 4.803 1.584 0.494 -1.19 -0.42 -0.06 0.10
H 3.225 3.711 0.147 -0.30 -0.47 -1.06 0.11
H 2.103 5.072 -1.696 0.04 -1.16 -0.52 0.11
H 1.346 3.895 -3.887 0.47 -0.85 0.58 0.10
H 1.682 1.340 -4.175 0.37 0.40 1.03 0.12
H 3.802 -0.904 -1.875 -0.90 0.29 -0.35 0.12
H 2.792 -0.741 -3.406 0.27 0.08 1.16 0.13
H 1.970 -3.313 -3.457 0.70 0.50 0.38 0.05
H 3.117 -3.540 -1.371 0.07 0.49 -0.67 0.04
H 1.027 -2.173 0.254 0.37 1.09 -0.25 0.14
H 2.557 -1.243 0.334 -1.04 0.49 -0.29 0.13
H 1.173 0.799 0.513 0.10 -0.36 -0.23 0.15
H 0.337 -0.383 1.345 0.44 0.28 -0.26 0.18
H -1.454 0.248 0.266 1.01 -0.35 -0.67 0.13
H -0.419 1.103 -0.952 -0.15 -1.03 0.33 0.15
H -0.900 -2.022 -0.991 0.34 0.85 -0.62 0.17
H -3.011 -1.020 -1.804 0.91 0.54 -0.15 0.16
H -2.001 -1.433 -3.230 -0.04 0.74 0.95 0.16
O -0.669 -0.188 4.475 0.03 -0.11 -0.66 -0.29
S -1.616 -1.264 4.365 -0.86 -0.28 0.95 0.59
O -1.594 -2.164 3.245 0.43 0.48 -0.19 -0.30
O -3.099 -0.668 4.525 0.64 -0.39 0.25 -0.25
C -3.494 0.375 3.628 -0.23 0.57 -0.71 -0.25
C -3.753 -0.158 2.234 0.08 -0.10 -0.24 -0.07
C -1.587 -2.218 5.849 -0.07 0.04 0.07 -0.11
H -2.745 1.171 3.616 0.07 -0.13 0.13 0.12
H -4.413 0.807 4.024 0.13 -0.22 0.27 0.13
H -2.837 -0.545 1.783 -0.06 -0.03 0.04 0.04
H -4.138 0.629 1.583 -0.07 0.03 0.13 0.08
H -4.470 -0.980 2.262 0.01 0.08 -0.01 0.10
H -1.632 -1.547 6.704 -0.02 0.00 -0.10 0.08
H -0.653 -2.778 5.860 -0.02 0.08 -0.11 0.08
H -2.432 -2.905 5.843 0.03 0.06 -0.06 0.08
```
Positions in Å, forces in eV/Å.

- net charge = +1
- gap between HOMO and LUMO (eV) = 9.33
- total energy (eV) = -60126.683

Molecular formula: C17H28IrN7Se4Te
Method: DFT, ωB97M-V/def2-TZVPD

```
58
Properties=species:S:1:pos:R:3:forces:R:3:lowdin_charge:R:1
Ir 0.343 -0.793 -0.094 0.82 -0.34 -0.17 0.86
Se -0.850 1.049 0.796 -0.27 0.48 0.51 0.19
Se -0.420 3.067 -0.225 -0.09 0.17 -0.50 -0.09
Te -2.530 3.675 -1.606 0.05 -0.33 0.30 0.29
Se -2.687 2.297 -3.644 0.10 0.10 -0.09 -0.14
N 3.465 -0.708 4.095 -0.06 0.01 0.03 0.21
C 3.907 -0.767 2.647 0.08 -0.02 -0.16 -0.10
C 2.821 -1.262 1.700 0.03 0.11 0.06 -0.20
N 1.814 -0.257 1.336 -0.04 -0.30 0.29 -0.14
H 4.248 -0.458 4.707 -0.03 0.01 -0.02 0.18
H 3.107 -1.613 4.411 0.03 0.04 0.00 0.18
H 2.731 -0.010 4.245 0.03 -0.02 0.01 0.17
H 4.769 -1.430 2.615 -0.02 -0.01 0.06 0.14
H 4.235 0.238 2.384 0.04 -0.02 0.00 0.15
H 2.307 -2.141 2.097 0.04 -0.02 0.03 0.12
H 3.325 -1.573 0.784 -0.05 0.02 -0.03 0.12
H 2.254 0.555 0.899 -0.01 0.00 -0.01 0.10
H 1.266 0.086 2.127 0.06 0.12 -0.04 0.03
C 4.060 -0.014 -3.024 -0.03 0.04 -0.01 -0.08
C 3.645 -1.263 -2.585 0.04 -0.06 0.02 -0.09
C 2.524 -1.374 -1.772 -0.07 -0.07 0.04 -0.17
C 1.791 -0.244 -1.383 -0.26 0.37 0.00 -0.38
C 2.216 0.998 -1.840 -0.01 0.08 0.04 -0.13
C 3.337 1.112 -2.657 0.08 -0.02 -0.01 -0.06
H 4.933 0.079 -3.654 0.00 0.00 -0.03 0.11
H 4.189 -2.152 -2.878 0.01 -0.01 -0.01 0.11
H 2.210 -2.373 -1.460 -0.02 -0.03 0.01 0.09
H 1.656 1.887 -1.577 -0.02 0.03 -0.01 0.02
H 3.643 2.087 -3.011 0.00 0.02 0.00 0.11
Se -0.555 -5.560 -0.172 -0.05 -0.17 0.03 1.23
N -1.313 -5.654 1.412 0.01 0.04 0.01 -0.20
C -1.366 -4.422 1.890 -0.09 -0.18 0.18 -0.38
C -1.912 -4.043 3.157 0.05 0.03 -0.14 0.04
C -1.888 -2.724 3.468 0.10 0.04 -0.12 -0.02
C -1.312 -1.777 2.559 -0.20 -0.06 0.15 -0.13
N -0.784 -2.079 1.402 -0.24 0.21 -0.13 -0.04
C -0.822 -3.407 1.040 0.19 0.14 -0.13 -0.47
N -0.335 -3.806 -0.121 0.04 0.16 0.01 -0.26
H -2.328 -4.793 3.814 -0.03 -0.03 0.00 0.14
H -2.306 -2.357 4.394 0.00 0.02 0.02 0.12
H -1.330 -0.721 2.813 0.04 -0.01 0.02 0.06
N -3.059 -0.865 -3.632 -0.04 -0.72 -0.02 0.00
C -1.645 -1.202 -4.019 -0.38 0.06 0.09 -0.09
C -0.730 -0.596 -2.982 0.04 0.33 0.07 -0.19
N -1.038 -1.124 -1.632 0.04 -1.08 0.21 -0.19
C -2.455 -0.860 -1.281 -0.07 0.20 -0.14 -0.23
C -3.403 -1.453 -2.300 0.11 -0.06 -0.34 -0.09
H -3.715 -1.184 -4.345 0.01 0.07 0.01 0.18
H -3.144 0.194 -3.545 0.07 0.65 -0.06 -0.06
H -1.443 -0.789 -5.005 -0.04 0.08 0.02 0.15
H -1.580 -2.292 -4.067 0.08 0.02 -0.03 0.14
H -0.902 0.483 -2.956 0.13 0.02 0.00 0.04
H 0.316 -0.764 -3.219 -0.05 -0.16 -0.05 0.12
H -0.932 -2.146 -1.673 -0.14 0.09 -0.13 0.09
H -2.594 0.221 -1.266 0.01 0.01 0.10 0.06
H -2.658 -1.245 -0.284 -0.03 -0.03 -0.03 0.11
H -4.435 -1.197 -2.064 0.01 0.03 0.00 0.15
H -3.311 -2.538 -2.389 -0.04 -0.01 0.08 0.13
```
Positions in Å, forces in eV/Å.

- net charge = +2
- relative energy (zero: lowest compared OMol25 entry of this formula, charge and spin) (kcal per mole) = 0.0
- gap between HOMO and LUMO (eV) = 3.94
- total energy (eV) = -300017.151

E_HOMO (Eh)
-0.2970 -0.1558 -0.4585 -0.4380 -0.3958